[1]
ORCA calculation (ωB97M-V/def2-TZVPD) on a cluster of 4 separate species, C16H38N5O7PS in total at a distorted geometry.

Structure (SMILES): NP(O)[C@@H]1OC(=O)O[C@@H]1N=C=S.COC[C@@H](C)N.COC[C@@H](C)N.COC[C@@H](C)N
Spin multiplicity: 1
Total charge: 0
Total energy, a.u.: -2172.3843
Kohn-Sham gap, eV: 9.5

Geometry as XYZ:
```
68
Properties=species:S:1:pos:R:3:forces:R:3
N 0.800 -2.163 0.787 0.6 0.7 0.0
P -0.208 -1.205 -0.185 0.1 -0.7 -1.0
O -1.654 -1.332 0.538 -0.3 0.1 0.2
C 0.284 0.491 0.375 -0.1 0.4 0.4
O -0.669 1.264 1.135 0.5 -0.3 0.3
C -0.034 2.468 1.177 -0.5 -0.3 -0.6
O 0.142 3.145 2.122 -0.3 0.6 0.3
O 0.415 2.737 -0.089 1.0 0.2 0.3
C 0.728 1.498 -0.697 -0.9 -0.6 -0.6
N 0.015 1.403 -1.979 0.5 0.4 0.2
C 0.372 2.138 -2.880 -0.4 -0.5 0.4
S 0.815 3.078 -4.029 0.0 0.2 -0.4
H 1.245 -1.676 1.562 -0.2 -0.4 0.3
H 1.552 -2.551 0.230 -0.2 -0.3 0.0
H -2.205 -1.967 0.057 0.0 0.2 0.1
H 1.164 0.398 1.025 0.0 -0.3 0.0
H 1.792 1.381 -0.899 0.1 0.4 0.1
C -6.410 -4.748 -3.363 -0.1 0.0 0.0
C -6.210 -4.835 -1.854 0.1 -0.1 -0.2
C -5.499 -3.616 -1.253 -0.1 0.0 0.2
O -4.102 -3.578 -1.477 0.1 0.1 0.0
C -3.695 -3.047 -2.725 0.2 0.0 0.1
N -5.533 -6.094 -1.537 0.0 0.1 0.1
H -5.484 -4.941 -3.905 0.0 0.0 0.0
H -7.134 -5.493 -3.687 0.0 0.0 0.0
H -6.781 -3.764 -3.658 0.0 0.0 0.0
H -7.202 -4.870 -1.393 0.0 0.0 0.0
H -5.616 -3.655 -0.167 0.0 0.0 0.0
H -5.962 -2.681 -1.596 0.0 0.0 -0.1
H -4.349 -2.234 -3.052 0.0 0.0 0.0
H -3.648 -3.813 -3.503 -0.1 0.0 0.0
H -2.688 -2.652 -2.588 0.0 0.0 0.0
H -5.497 -6.216 -0.529 -0.1 -0.1 0.0
H -4.560 -6.006 -1.817 0.0 0.0 -0.1
C 0.748 -3.790 4.329 0.0 -0.1 -0.1
C 1.861 -3.053 5.063 -0.1 0.1 -0.1
C 1.480 -2.593 6.476 0.2 0.0 0.1
O 0.644 -1.457 6.518 -0.1 0.0 0.0
C -0.740 -1.707 6.357 0.0 0.1 0.0
N 2.317 -1.936 4.225 0.0 0.1 0.1
H -0.014 -3.100 3.966 0.0 0.0 0.0
H 1.154 -4.304 3.458 0.0 0.0 0.0
H 0.263 -4.532 4.966 0.0 0.0 0.0
H 2.698 -3.749 5.177 0.0 0.0 0.0
H 2.396 -2.297 6.995 0.0 0.0 0.0
H 1.035 -3.417 7.048 0.0 0.0 -0.1
H -1.028 -2.658 6.816 0.0 0.0 0.0
H -1.035 -1.711 5.305 0.0 -0.1 0.0
H -1.276 -0.901 6.856 0.0 0.0 0.0
H 3.133 -1.505 4.652 0.0 0.0 -0.1
H 1.601 -1.215 4.273 0.0 0.0 0.0
C 2.740 6.018 -2.291 0.0 -0.1 0.1
C 3.604 5.334 -3.345 -0.1 0.2 0.0
C 5.106 5.600 -3.189 0.1 -0.2 0.0
O 5.529 6.876 -3.621 0.0 0.1 0.1
C 5.370 7.923 -2.683 0.0 0.0 -0.1
N 3.113 5.705 -4.678 0.2 -0.1 0.0
H 2.638 7.086 -2.484 0.0 0.0 0.0
H 1.738 5.591 -2.294 0.0 0.0 0.0
H 3.158 5.888 -1.291 0.0 0.0 0.0
H 3.464 4.254 -3.229 0.1 0.0 0.0
H 5.645 4.889 -3.820 0.0 0.0 0.0
H 5.429 5.423 -2.153 -0.1 0.0 0.0
H 5.537 7.570 -1.661 0.0 0.0 0.0
H 4.380 8.382 -2.748 0.0 0.0 0.1
H 6.113 8.685 -2.916 0.0 0.0 0.0
H 3.617 5.169 -5.379 -0.1 0.0 0.0
H 3.396 6.667 -4.845 -0.1 0.0 0.0
```
Forces are in eV/Å.

Results of the Löwdin charge analysis, in e, for atoms 1 through 2: -0.1674, 0.8255

[2]
ORCA calculation (ωB97M-V/def2-TZVPD) on a cluster of 7 separate species, C14H42O14 in total at a distorted geometry.

Structure (SMILES): OCCO.OCCO.OCCO.OCCO.OCCO.OCCO.OCCO
Relative energy (zero: lowest compared OMol25 entry of this formula, charge and spin), kcal/mol: 29.7
Spin multiplicity: 1
Total charge: 0
Total energy, a.u.: -1611.8182
Kohn-Sham gap, eV: 10.1

Geometry as XYZ:
```
70
Properties=species:S:1:pos:R:3:forces:R:3
C -5.811 -0.461 1.586 0.5 0.6 0.0
C -5.097 0.788 1.048 -0.7 0.5 -0.4
O -3.784 0.951 1.491 0.4 -0.8 0.2
O -6.954 -0.786 0.801 0.2 -0.3 0.2
H -6.026 -0.311 2.653 -0.2 -0.1 -0.2
H -5.102 -1.293 1.524 -0.3 -0.1 -0.1
H -5.626 1.702 1.345 -0.1 -0.2 0.0
H -5.121 0.760 -0.052 -0.2 -0.1 0.0
H -3.347 0.120 1.218 0.3 0.4 0.1
H -7.569 -0.048 0.765 0.1 0.1 0.2
C 4.161 -0.090 3.398 0.2 -1.2 -0.4
C 4.839 0.898 4.293 -0.9 0.2 0.6
O 5.805 1.566 3.537 0.7 0.4 -0.4
O 5.106 -1.008 2.862 0.3 -0.4 -0.3
H 3.590 0.350 2.578 0.0 0.4 0.2
H 3.516 -0.777 3.945 -0.4 0.5 0.3
H 5.263 0.377 5.156 0.2 -0.1 -0.1
H 4.103 1.617 4.680 -0.1 -0.1 0.0
H 6.316 2.129 4.123 0.1 0.0 -0.1
H 5.602 -0.611 2.141 0.0 0.3 0.2
C 1.123 1.639 -0.217 -0.6 -0.2 -0.1
C 1.648 0.273 0.130 2.0 -0.7 0.1
O 0.911 -0.799 -0.434 -0.6 0.1 -0.2
O -0.183 1.921 0.297 0.3 -0.3 -0.6
H 1.193 1.723 -1.314 -0.4 0.1 0.1
H 1.814 2.392 0.168 -0.1 0.0 0.3
H 1.850 0.070 1.189 -0.7 0.4 0.2
H 2.679 0.228 -0.280 -0.3 0.2 -0.1
H 1.500 -1.557 -0.527 0.1 0.1 0.1
H -0.828 1.413 -0.237 0.4 0.2 0.3
C -2.920 -0.123 -2.005 0.0 -0.1 -0.2
C -3.064 -1.394 -1.179 -0.8 -0.1 0.4
O -2.594 -1.313 0.158 0.5 0.5 0.0
O -1.663 0.534 -1.832 -0.2 -0.2 0.0
H -3.735 0.550 -1.732 0.1 0.1 0.0
H -3.064 -0.416 -3.054 0.0 0.1 0.0
H -2.718 -2.322 -1.647 0.4 0.3 -0.2
H -4.155 -1.503 -1.091 0.2 -0.2 0.0
H -1.684 -0.959 0.158 -0.2 -0.3 -0.2
H -1.729 1.362 -2.323 0.2 0.0 0.1
C 0.956 -4.090 -3.070 0.6 0.2 0.5
C -0.002 -2.962 -3.322 -1.1 0.4 -0.8
O 0.173 -2.437 -4.676 0.2 -0.3 1.1
O 0.845 -4.583 -1.735 -0.3 -0.1 -0.2
H 1.992 -3.777 -3.245 -0.1 0.0 -0.3
H 0.678 -4.891 -3.750 0.3 -0.2 0.1
H 0.039 -2.172 -2.560 0.4 0.1 -0.3
H -1.013 -3.387 -3.251 0.1 0.1 0.1
H -0.693 -2.432 -5.088 0.0 0.0 -0.1
H 1.154 -3.922 -1.103 0.0 0.0 -0.3
C -3.485 4.269 0.873 -1.1 -0.1 0.6
C -3.017 5.193 1.976 0.5 0.1 -1.1
O -4.066 6.036 2.418 0.0 -0.1 0.3
O -3.929 4.979 -0.286 0.3 0.1 0.0
H -4.332 3.769 1.366 0.1 -0.4 -0.5
H -2.736 3.536 0.583 0.1 0.0 0.1
H -2.163 5.763 1.582 0.0 0.1 0.4
H -2.706 4.548 2.796 0.1 0.2 0.2
H -4.149 6.787 1.826 0.1 -0.1 -0.2
H -4.882 4.907 -0.349 -0.1 0.0 0.1
C 4.985 -1.860 -0.658 -0.7 -0.5 0.0
C 6.012 -2.188 -1.747 0.8 -0.6 1.2
O 5.485 -2.967 -2.785 -0.2 0.3 -0.8
O 3.912 -2.819 -0.600 0.3 0.0 -0.5
H 4.532 -0.883 -0.841 0.0 0.0 0.2
H 5.446 -1.915 0.328 0.3 0.5 -0.1
H 6.778 -2.837 -1.307 -0.1 0.1 0.1
H 6.552 -1.284 -2.039 -0.3 0.0 -0.4
H 5.196 -2.401 -3.509 -0.1 -0.1 0.1
H 4.194 -3.571 -1.146 -0.3 0.2 0.1
```
Forces are in eV/Å.

Results of the Löwdin charge analysis, in e, for atoms 1 through 2: -0.2341, -0.2843

[3]
ORCA calculation (ωB97M-V/def2-TZVPD) on a cluster of 2 separate species, C5H8N2 in total at a distorted geometry.

Relative energy (zero: lowest compared OMol25 entry of this formula, charge and spin), kcal/mol: 135.5
Spin multiplicity: 1
Total charge: 0
Total energy, a.u.: -304.6196
Kohn-Sham gap (alpha / beta), eV: 8.2 / 8.2

Geometry as XYZ:
```
15
Properties=species:S:1:pos:R:3:forces:R:3
C 1.626 -1.071 1.277 -0.2 0.2 0.0
C 1.604 0.013 0.304 0.1 0.2 0.5
C -0.507 0.125 -1.206 0.0 0.0 0.1
C 0.466 -0.922 -1.477 0.1 -1.0 -0.8
N 1.001 -1.849 -1.931 -0.7 0.7 0.2
N -1.064 0.265 -0.075 0.2 -0.1 -0.5
C -2.118 1.265 -0.024 -0.1 0.1 0.0
H 1.140 -1.988 0.921 0.2 0.2 0.0
H 2.713 -1.281 1.151 0.0 0.0 0.1
H 1.415 -0.878 2.334 0.0 0.0 -0.1
H 1.642 1.009 0.770 0.1 0.0 0.4
H -0.733 0.775 -2.061 0.0 -0.1 0.0
H -2.088 1.952 -0.883 0.0 -0.1 0.1
H -2.078 1.841 0.905 0.1 -0.2 -0.1
H -3.074 0.731 -0.038 0.1 0.1 0.1
```
Forces are in eV/Å.

Results of the Löwdin charge analysis, in e, for atoms 1 through 2: -0.1971, 0.0429

[4]
ORCA calculation (ωB97M-V/def2-TZVPD) on a structure of composition C39H47Ge2N4O2Se2SnTe at a distorted geometry.

Relative energy (zero: lowest compared OMol25 entry of this formula, charge and spin), kcal/mol: 45.1
Spin multiplicity: 1
Total charge: +1
Total energy, a.u.: -11322.5905
Kohn-Sham gap, eV: 6.9

Geometry as XYZ:
```
98
Properties=species:S:1:pos:R:3:forces:R:3
Sn -2.249 -1.046 -0.903 -0.2 0.6 0.1
C 0.819 1.662 2.057 0.1 0.0 -0.2
C -0.492 1.094 1.596 -0.1 0.8 -0.1
O -0.701 1.065 0.315 0.1 0.6 0.0
C -1.469 0.740 2.559 -0.3 -0.3 -0.2
C -1.325 1.224 3.888 0.0 0.0 0.2
C -2.230 0.942 4.866 0.3 0.2 0.2
C -3.322 0.101 4.592 -0.1 -0.1 -0.4
C -3.497 -0.403 3.337 -0.2 0.0 0.1
C -2.595 -0.111 2.282 0.3 0.0 -0.2
O -2.784 -0.717 1.171 -0.2 -0.2 -0.7
H 1.507 1.705 1.213 0.0 0.0 0.1
H 1.256 1.050 2.844 0.0 0.0 0.0
H 0.679 2.672 2.445 0.0 0.0 0.0
H -0.503 1.878 4.123 0.1 0.1 0.1
H -2.118 1.367 5.850 0.1 0.0 0.1
H -4.022 -0.146 5.376 -0.1 0.0 0.0
H -4.322 -1.062 3.103 0.0 0.0 0.0
C 5.146 -1.002 -0.023 -0.1 0.1 -0.1
C 3.796 -1.444 0.516 -0.6 0.0 -0.2
Ge 2.212 -0.864 -0.577 0.8 -0.2 -0.7
C 2.064 -1.665 -2.445 -0.2 0.1 0.6
C 3.347 -2.181 -3.074 0.0 0.1 0.2
C 2.479 0.991 -1.226 -0.5 -0.3 0.3
C 1.701 1.975 -1.692 -0.8 -0.1 0.9
Ge -0.148 2.479 -1.000 -0.4 -0.2 0.2
C -1.660 2.245 -2.314 0.7 0.1 0.5
C -1.280 1.500 -3.585 0.2 0.0 0.1
C -0.348 4.152 0.150 0.3 -0.7 -0.5
C -0.568 5.429 -0.651 0.0 -0.1 -0.1
C 2.120 2.838 -2.807 0.1 0.3 -0.4
C 1.299 3.883 -3.227 0.1 -0.2 0.2
C 1.586 4.629 -4.352 0.0 0.2 -0.2
C 2.717 4.351 -5.099 -0.1 0.0 0.0
C 3.550 3.320 -4.699 0.0 0.0 0.0
C 3.254 2.571 -3.578 0.0 0.0 0.1
H 5.951 -1.426 0.575 0.1 0.0 0.0
H 5.236 0.083 0.004 0.1 0.1 -0.1
H 5.273 -1.338 -1.048 0.2 0.0 -0.1
H 3.668 -1.073 1.534 -0.2 0.0 0.0
H 3.749 -2.532 0.570 -0.1 -0.1 0.0
H 1.625 -0.891 -3.077 -0.1 0.1 0.1
H 1.344 -2.481 -2.393 -0.1 0.0 0.1
H 4.081 -1.387 -3.182 0.2 0.0 0.0
H 3.146 -2.588 -4.064 0.0 0.0 -0.1
H 3.770 -2.971 -2.460 0.2 -0.1 0.0
H 3.486 0.963 -1.643 0.1 0.0 -0.1
H -2.028 3.241 -2.564 0.0 0.1 0.1
H -2.464 1.734 -1.785 0.1 0.1 0.1
H -0.554 2.061 -4.171 0.0 0.0 -0.1
H -2.166 1.348 -4.200 0.0 -0.1 -0.1
H -0.846 0.522 -3.358 0.0 0.0 -0.1
H 0.523 4.295 0.787 0.0 -0.2 0.0
H -1.215 3.966 0.787 0.0 -0.2 0.0
H 0.352 5.749 -1.137 0.0 0.1 0.0
H -0.889 6.224 0.021 0.0 0.1 0.0
H -1.341 5.301 -1.407 -0.1 0.1 -0.1
H 0.403 4.119 -2.668 -0.1 0.1 0.0
H 0.913 5.415 -4.658 -0.1 0.1 0.0
H 2.937 4.920 -5.988 0.0 0.1 -0.1
H 4.427 3.079 -5.277 0.1 0.0 -0.1
H 3.915 1.760 -3.323 0.1 -0.1 0.0
Se -3.133 -3.547 -0.519 1.4 -0.7 0.8
C -4.666 -3.032 -1.216 -1.4 0.4 -0.6
N -5.649 -2.625 -1.673 0.0 -1.2 0.1
Se -5.885 -0.251 -2.128 -0.3 0.9 -0.3
N -6.839 0.869 -1.252 -1.0 0.6 0.0
C -6.073 1.528 -0.374 0.4 -0.4 -0.3
C -6.490 2.490 0.553 0.2 0.3 0.3
C -5.513 3.094 1.305 -0.7 -0.1 -0.1
C -4.173 2.725 1.123 0.4 -0.2 -0.2
N -3.748 1.810 0.280 0.5 0.4 0.4
C -4.687 1.195 -0.439 -0.8 -0.2 -0.3
N -4.400 0.217 -1.321 0.7 -0.2 0.2
H -7.537 2.728 0.643 -0.1 0.1 0.0
H -5.768 3.853 2.027 0.0 0.1 0.1
H -3.404 3.225 1.697 0.1 0.1 0.1
C 2.432 -7.108 3.341 0.0 -0.1 0.0
C 1.941 -5.842 2.721 0.0 0.1 0.0
C 1.807 -4.677 3.461 0.0 -0.1 -0.1
C 1.347 -3.503 2.886 0.0 0.3 0.1
C 1.216 -2.281 3.752 0.0 0.0 0.0
C 1.018 -3.490 1.525 -0.1 0.2 0.0
Te 0.175 -1.655 0.767 1.0 -1.2 0.5
C 1.146 -4.653 0.765 -0.1 0.0 -0.2
C 0.827 -4.722 -0.694 -0.1 0.1 -0.1
C 1.611 -5.808 1.377 0.0 0.1 0.1
H 2.459 -7.035 4.425 0.0 0.0 0.1
H 3.438 -7.331 2.986 0.1 -0.1 0.0
H 1.789 -7.940 3.062 0.0 -0.1 0.0
H 2.049 -4.691 4.513 0.0 0.0 0.1
H 1.531 -2.490 4.772 0.0 0.0 0.0
H 0.179 -1.936 3.780 0.1 0.1 0.0
H 1.842 -1.473 3.365 -0.1 0.1 0.0
H -0.007 -4.064 -0.953 0.1 0.0 -0.1
H 0.557 -5.738 -0.970 0.0 0.0 -0.1
H 1.704 -4.444 -1.280 0.0 0.1 -0.1
H 1.710 -6.707 0.788 0.0 -0.1 -0.1
```
Forces are in eV/Å.

Results of the Löwdin charge analysis, in e, for atoms 1 through 2: 0.8996, -0.0196

[5]
ORCA calculation (ωB97M-V/def2-TZVPD) on the molecule C3H6N2O at a distorted geometry.

Structure (SMILES): C/C=N/NC=O
Relative energy (zero: lowest compared OMol25 entry of this formula, charge and spin), kcal/mol: 118.6
Spin multiplicity: 1
Total charge: 0
Total energy, a.u.: -302.5041
Kohn-Sham gap, eV: 10.1

Geometry as XYZ:
```
12
Properties=species:S:1:pos:R:3:forces:R:3
C -3.103 0.023 0.260 -0.4 1.1 -1.7
C -1.569 0.267 -0.059 1.0 2.0 2.5
C 2.044 -0.336 0.140 0.5 -0.5 1.9
H -3.723 0.935 0.063 1.3 0.2 0.3
H -3.518 -0.494 -0.591 0.0 -1.2 -0.1
H -3.620 -0.302 1.184 1.5 -0.5 -0.1
H -1.299 1.487 0.135 -0.4 -3.2 -1.1
H 0.742 1.224 -0.283 -0.9 -4.3 -1.3
H 1.977 -1.364 0.748 0.2 1.8 -1.6
N -0.582 -0.581 -0.200 -1.3 1.7 0.3
N 0.652 -0.012 -0.527 3.8 5.4 2.0
O 3.090 0.369 0.223 -5.3 -2.4 -1.3
```
Forces are in eV/Å.

Results of the Löwdin charge analysis, in e, for atoms 1 through 2: -0.0965, -0.1903